Entry from the OMol25 dataset: 5 unconnected molecules or ions with the total composition CH9O6 in a non-equilibrium geometry (ωB97M-V/def2-TZVPD).

Each line ends with the Mulliken charge.
Positions of all 16 atoms, in Å:
O 2.302 1.355 -0.372  -0.679
H 2.622 -0.449 0.279  0.391
H -0.582 0.615 0.546  0.432
H -0.338 1.675 1.691  0.292
H -0.346 0.939 -2.194  0.317
O -2.152 -1.178 3.298  -0.666
C 1.871 0.242 -0.058  -0.071
O -0.209 -2.009 -2.054  -0.632
O 0.676 -0.165 -0.153  -0.650
O -1.090 1.024 1.415  -0.724
H 0.542 -1.434 -1.863  0.337
H 0.943 1.747 -1.984  0.354
H -1.365 -0.543 3.044  0.369
O 0.305 1.511 -2.679  -0.659
H -0.780 -1.698 -1.418  0.295
H -2.398 -1.632 2.501  0.294

Cartesian forces (eV/Å) of the 2 atoms listed first:
-0.022 0.592 -0.059
0.578 -1.103 0.558

Calculated values
- HOMO level: -5.90 eV
- Calculated total energy: -13470.2133 eV
- ΔE to the lowest compared entry with this formula, charge and spin: 97.7 kJ/mol
- Kohn-Sham gap: 0.3526 Ha
- Total charge: -1